# C24H28IN3O3S

C24H28IN3O3S in the gas phase (ωB97M-V with the def2-TZVPD basis set, OMol25).

HOMO-LUMO gap: 7.59 eV
SMILES string: CC(=O)NCCCCc1cc2c(c(CC(=O)I)c1CCC(N)=O)Nc1cc(C)ccc1S2
F_max: 0.0116 hartree/bohr
energy above the lowest of the compared OMol25 structures with the same formula, charge and spin: 0.0 kcal per mole

Structure (ORCA input):
```
! RIJCOSX wB97M-V def2-TZVPD def2/J DEFGRID3
* xyz 0 1
H 0.982 3.974 0.485
H -0.907 3.914 -0.833
O -3.469 3.503 -0.859
H 1.594 1.655 0.688
H 0.451 -3.901 -3.795
H -2.276 -2.414 0.542
C -0.467 -5.469 -0.925
H 6.429 0.265 -0.424
H -1.129 -7.468 -0.575
H 0.726 -6.056 -2.624
C -0.011 -4.064 -2.831
C 3.450 2.576 0.226
O 5.582 2.195 2.053
H -5.761 2.469 0.092
I -1.270 -2.863 3.237
H -0.045 3.285 -2.227
H 3.692 0.681 0.921
C 0.136 -5.273 -2.166
C -1.791 0.092 0.458
H -2.939 0.513 2.248
C 1.180 3.449 -0.454
C 5.492 1.549 1.041
C 2.018 2.218 -0.150
C -1.343 1.414 0.286
H -1.658 -4.585 0.608
O -0.566 -0.021 3.311
C -0.727 1.791 -0.910
C -1.668 -0.848 -0.569
H -0.464 -6.683 0.858
C -1.195 -4.429 -0.359
C -0.172 3.176 -1.150
H -3.112 -1.139 1.663
H -2.945 4.101 1.573
H -3.569 2.603 2.253
C 6.700 0.938 0.383
H 7.335 1.733 -0.006
C -0.768 -3.044 -2.269
H -0.183 1.137 -2.875
C -0.348 -6.794 -0.218
C -1.342 -0.733 2.776
N -4.876 1.977 0.084
N 4.239 1.332 0.364
H -4.861 1.324 0.857
H -0.891 3.284 1.228
H 3.448 3.124 1.172
H 2.059 1.536 -1.003
H -1.332 2.025 2.345
S -1.041 -1.543 -3.152
C -3.776 2.867 0.119
C -3.009 3.025 1.418
C -0.625 0.851 -1.929
C -1.560 2.442 1.368
C -1.350 -3.212 -1.017
H 3.911 3.171 -0.562
C -2.410 -0.317 1.780
H 0.614 -7.257 -0.428
C -1.105 -0.438 -1.776
H 7.275 0.396 1.133
N -2.119 -2.180 -0.428
H 1.761 4.147 -1.060
*
```